(A)
Entry from the Open Molecules 2025 dataset: a molecular structure, C5H6O3 (ωB97M-V/def2-TZVPD).

Atoms and positions in Å:
C  0.597  -0.214  -0.087
C  -0.410  -0.087  1.041
C  -1.169  0.633  -0.132
C  -0.586  -0.597  -1.063
C  0.828  1.161  -0.287
H  1.914  -1.679  0.631
H  -0.858  -1.104  1.301
H  0.073  0.481  1.875
H  -2.276  0.498  0.113
H  -0.591  -0.366  -2.126
H  -0.771  -1.588  -0.628
O  1.898  -0.881  -0.252
O  -0.389  1.873  -0.286
O  1.740  1.871  -0.101

Values from the calculation:
Multiplicity: 1
Charge: 0
HOMO (eV): -10.262

(B)
Entry from the Open Molecules 2025 dataset: 2 unconnected molecules or ions with the total composition C5H6O3 (ωB97M-V/def2-TZVPD).

Atoms and positions in Å:
C  -0.712  -0.040  -0.369
C  -0.449  0.847  0.696
C  0.253  -0.551  0.480
C  1.679  -0.676  -0.011
C  2.682  -0.258  -0.678
H  -1.875  -1.181  -1.430
H  -0.214  0.684  -1.274
H  -0.841  0.479  1.878
H  -0.679  2.453  -0.540
H  -1.187  -1.763  1.082
H  3.787  0.024  -0.746
O  -2.197  -0.543  -0.864
O  -0.033  2.122  0.570
O  -0.214  -1.599  1.206

Values from the calculation:
Multiplicity: 1
Charge: 0
HOMO (eV): -9.110

(C)
Entry from the Open Molecules 2025 dataset: C5H6O3 in the gas phase (ωB97M-V/def2-TZVPD).

Atoms and positions in Å:
O  -1.767  1.408  -0.551
C  -0.805  0.560  -0.439
C  -0.724  -0.449  0.664
C  -0.240  -1.716  -0.285
O  0.848  -0.830  -0.926
C  0.787  0.566  -0.673
C  1.310  0.698  0.662
O  0.393  -0.120  1.398
H  -1.642  -0.472  1.045
H  -1.286  -1.904  -0.805
H  0.371  -2.475  0.211
H  1.081  1.128  -1.492
H  2.267  0.200  1.214
H  1.447  1.908  0.880

Values from the calculation:
Multiplicity: 1
Charge: 0
SMILES: O=C1[C@H]2CO[C@@H]1CO2
HOMO (eV): -9.430

Top of the stability list: (A), leading by 90.6 kJ/mol.